# C54H108O54

18 unconnected molecules or ions with the total composition C54H108O54 at a distorted geometry (ωB97M-V with the def2-TZVPD basis set, the OMol25 dataset).

The geometry in ORCA input format:
```
! wB97M-V def2-TZVPD RIJCOSX def2/J DEFGRID3
* xyz 0 1
C 1.27560 -6.42909 -6.28913
O 1.02794 -5.58713 -5.17452
C 1.98327 -5.48963 -4.16465
O 3.14153 -5.95532 -4.24894
O 1.44000 -4.76774 -3.16069
C 2.24478 -4.43583 -2.06514
H 0.40680 -6.28144 -6.93060
H 1.32428 -7.46988 -5.96898
H 2.16032 -6.11208 -6.84128
H 1.82518 -3.68470 -1.39593
H 3.23583 -4.07492 -2.34023
H 2.35053 -5.27397 -1.37634
C -0.16699 -1.91662 -6.52558
O 0.16638 -1.65692 -7.87723
C 1.25460 -2.13633 -8.45958
O 2.05620 -2.89380 -7.86023
O 1.30541 -1.63654 -9.66679
C 2.39017 -1.95123 -10.54287
H 0.31026 -1.17176 -5.88879
H 0.13968 -2.92628 -6.25237
H -1.23576 -1.81353 -6.33791
H 2.46545 -2.98144 -10.89088
H 3.32437 -1.86403 -9.98812
H 2.39359 -1.28967 -11.40914
C -3.11922 -4.66872 -4.68716
O -3.05068 -3.99236 -5.91680
C -2.57012 -4.70793 -6.98499
O -2.23929 -5.89044 -6.98409
O -2.49042 -3.84070 -8.02380
C -1.90113 -4.38527 -9.21866
H -4.05247 -4.67737 -4.12407
H -2.44104 -4.26552 -3.93509
H -2.93001 -5.73855 -4.77529
H -2.64608 -5.03389 -9.67956
H -0.94285 -4.80757 -8.91622
H -1.92208 -3.60356 -9.97800
C 3.14837 1.09215 -7.65435
O 2.09973 1.63230 -6.84926
C 0.85508 1.98674 -7.28036
O 0.57307 2.06100 -8.49043
O 0.07636 2.44963 -6.19614
C 0.36347 2.27303 -4.82504
H 2.98232 0.03546 -7.86395
H 4.07377 1.17170 -7.08391
H 3.26206 1.68175 -8.56404
H 0.77486 1.28251 -4.63083
H -0.53958 2.38493 -4.22497
H 0.98084 3.03242 -4.34515
C 4.29648 -2.56152 -5.05120
O 4.20768 -1.13696 -5.02313
C 3.27987 -0.51089 -4.28681
O 2.32253 -1.04566 -3.78205
O 3.62261 0.76268 -4.00461
C 3.01353 1.43626 -2.88051
H 3.38145 -2.91107 -5.52936
H 4.45724 -2.95288 -4.04667
H 5.16524 -2.89447 -5.61908
H 2.96428 2.50871 -3.06904
H 3.63590 1.36027 -1.98890
H 2.02091 1.11005 -2.57002
C 2.50640 0.84547 5.29099
O 2.30771 2.09109 5.90075
C 3.33103 2.71921 6.51087
O 4.48592 2.33536 6.63266
O 2.88967 3.97715 6.86694
C 3.79848 5.02259 7.43973
H 2.68283 0.07451 6.04105
H 3.37175 1.05373 4.66179
H 1.60991 0.61583 4.71507
H 3.92742 4.81797 8.50255
H 3.33755 6.00516 7.33870
H 4.72019 5.14011 6.86987
C 4.34288 -2.05068 0.91106
O 4.77603 -2.25106 -0.40547
C 5.96901 -2.75330 -0.72165
O 6.82281 -3.07769 0.09067
O 6.12708 -2.67083 -2.06334
C 7.45300 -2.74793 -2.61147
H 3.57280 -1.27927 0.91119
H 5.14563 -1.62923 1.51610
H 4.16822 -3.06562 1.26812
H 7.86607 -3.73528 -2.40507
H 8.10993 -2.02961 -2.12099
H 7.43433 -2.56028 -3.68503
C -3.21943 3.06712 -6.94472
O -3.79367 2.53423 -5.74120
C -4.00552 1.21573 -5.37137
O -4.66903 0.93305 -4.35692
O -3.44026 0.32637 -6.33990
C -3.85709 -1.02302 -6.41256
H -3.80750 3.90740 -7.31379
H -3.16969 2.42355 -7.82303
H -2.19255 3.40127 -6.79653
H -3.96163 -1.45323 -7.40860
H -4.89921 -1.23354 -6.17221
H -3.17565 -1.64907 -5.83654
C 0.14250 4.50909 0.41522
O -1.00514 4.62355 -0.39988
C -1.31694 3.70079 -1.21566
O -0.58326 2.90273 -1.78295
O -2.60001 3.78447 -1.39530
C -3.25076 2.85404 -2.23700
H 0.10720 4.90274 1.43104
H 1.03245 4.81467 -0.13497
H 0.30117 3.44934 0.61485
H -4.28692 3.17801 -2.13943
H -3.18774 1.78872 -2.01516
H -2.86871 2.85770 -3.25784
C -4.44685 -0.78468 5.77105
O -4.91821 -1.99812 6.38445
C -4.21038 -3.12128 6.15178
O -3.13620 -3.08793 5.43998
O -4.75690 -4.19288 6.76244
C -4.18740 -5.45939 6.53682
H -4.85306 -0.66625 4.76653
H -3.40313 -0.58009 6.00955
H -4.99269 0.00242 6.29128
H -3.78239 -5.60473 5.53535
H -5.05287 -6.12169 6.55717
H -3.43315 -5.74032 7.27186
C -1.18562 5.01075 6.40429
O -0.22464 5.73490 5.65692
C 0.51206 5.16628 4.65818
O 0.25744 4.12105 4.04599
O 1.53497 6.00847 4.47648
C 2.60033 5.58121 3.60004
H -1.48117 5.58795 7.28041
H -0.73305 4.14243 6.88316
H -2.08656 4.82747 5.81879
H 3.19296 4.80742 4.08804
H 3.31167 6.39047 3.43512
H 2.42971 5.19351 2.59571
C -0.05229 -1.30327 -1.78542
O -0.82741 -0.83858 -0.68158
C -0.11133 -0.23670 0.22567
O 1.06698 0.16254 0.19116
O -1.01060 0.21046 1.13905
C -0.72962 0.50056 2.48270
H 0.97073 -1.54962 -1.50110
H -0.07968 -0.63287 -2.64444
H -0.48247 -2.25157 -2.10757
H -1.52289 0.84505 3.14613
H -0.04915 1.35191 2.46646
H -0.04298 -0.28613 2.79534
C -3.37049 5.09019 2.49879
O -3.34658 6.34812 1.82102
C -4.20098 7.36059 2.00220
O -5.28116 7.30828 2.57024
O -3.65239 8.42953 1.47331
C -4.30316 9.68810 1.75096
H -3.69104 5.35948 3.50519
H -2.38147 4.63296 2.52850
H -4.17660 4.54120 2.01207
H -3.58768 10.50951 1.78929
H -4.86048 9.67054 2.68755
H -5.06699 9.96933 1.02599
C 3.78560 5.09704 -1.31994
O 3.78085 3.75754 -0.92867
C 3.99175 3.43608 0.33071
O 4.18767 4.26165 1.25572
O 3.92356 2.07633 0.43576
C 4.44753 1.41453 1.55682
H 2.84207 5.58835 -1.08228
H 3.78126 5.13116 -2.40939
H 4.68773 5.67039 -1.10655
H 5.49616 1.16258 1.39872
H 3.91143 0.47329 1.67835
H 4.31753 2.03950 2.44034
C -0.06461 -3.29278 7.69391
O -0.77533 -2.06383 7.70028
C -0.50765 -1.03208 6.80875
O 0.34592 -1.09678 5.90782
O -1.16387 0.02406 7.19399
C -1.05576 1.28570 6.52259
H 1.02043 -3.20521 7.63821
H -0.19979 -3.76090 6.71887
H -0.36165 -3.86107 8.57534
H -1.47079 1.11251 5.52968
H -0.06646 1.69667 6.32138
H -1.68975 2.02853 7.00669
C -3.74610 -1.85147 -1.88033
O -3.29558 -2.93831 -1.06992
C -3.55547 -2.77597 0.28456
O -4.01962 -1.78828 0.79608
O -3.03003 -3.80911 0.93919
C -3.11290 -3.98077 2.35585
H -4.82794 -1.72924 -1.93321
H -3.51023 -2.06512 -2.92284
H -3.26670 -0.90181 -1.64279
H -3.40631 -4.97140 2.70322
H -3.90504 -3.30834 2.68518
H -2.11950 -3.87724 2.79235
C -5.41074 0.17968 2.51261
O -5.98358 1.16258 3.37853
C -5.19613 1.96614 4.05754
O -3.99641 2.06571 3.90578
O -5.86453 2.52011 5.06408
C -5.17058 3.30513 6.05463
H -6.18129 -0.55954 2.29369
H -4.61542 -0.39226 2.99057
H -5.02672 0.54570 1.56043
H -5.75942 3.23020 6.96882
H -5.21570 4.28590 5.58118
H -4.09576 3.13949 6.12835
C 3.53952 -4.57025 9.06060
O 2.77977 -4.56411 7.89396
C 3.39091 -4.40687 6.69902
O 4.56084 -4.28548 6.51800
O 2.38562 -4.55649 5.77984
C 2.60777 -4.64992 4.40897
H 2.83526 -4.83437 9.84950
H 3.90158 -3.57277 9.30969
H 4.34800 -5.30129 9.06690
H 2.64001 -5.72382 4.22509
H 3.57305 -4.26010 4.08590
H 1.83870 -4.26596 3.73874
*
```

For the LUMO energy, the calculation gives 0.36 eV. The relative energy (zero: lowest compared OMol25 entry of this formula, charge and spin) is 500.8 kJ/mol. The calculation puts the energy at -6185.1643 hartree. As for the highest occupied orbital energy: -10.2 eV. As for the orbital gap: 10.61 eV. For the largest force on an atom, the calculation gives 5.16 eV Å⁻¹.

Löwdin atomic charge list, values in e, 8 entries: -0.050, -0.048, -0.487, 0.084, 0.001, -0.059, 0.074, 0.100